ORCA calculation (ωB97M-V with the def2-TZVPD basis set) on 3 unconnected molecules or ions with the total composition C48H73Br2ClF2N4O7S.

<S²> ... 2.01
Kohn-Sham gap (spin up / spin down) ... 8.630 / 8.533 eV
2S+1 ... 3
Maximum force ... 0.0536 hartree/bohr
HOMO level (spin up / spin down) ... -8.4 / -8.5 eV
Calculated total energy ... -8824.42737 hartree

```
138
C48H73Br2ClF2N4O7S | the OMol25 dataset | ωB97M-V with the def2-TZVPD basis set
C -8.40604 3.09041 -2.48716
C -7.97540 3.04496 -0.99069
C -8.51470 1.73909 -0.34426
O -7.93195 1.63021 0.95639
C -7.16516 0.44740 1.13326
C -5.70057 0.59357 0.72672
C -5.12104 -0.27820 -0.18382
C -5.88533 -1.42387 -0.84519
O -5.24891 -2.68554 -0.64995
C -5.29758 -3.49193 -1.82152
C -6.72161 -4.05208 -2.07863
O -6.84504 -5.46061 -1.95562
C -6.38952 -5.96063 -0.70972
C -7.06711 -5.33216 0.54032
C -3.77807 -0.12621 -0.54005
C -3.09978 -1.01550 -1.56493
C -2.44728 -2.23292 -0.87330
O -2.57098 -2.49332 0.28272
Br -1.33265 -3.33458 -2.09222
C -3.01976 0.86861 0.04358
C -3.62518 1.72573 0.96906
C -4.95559 1.61602 1.32127
C -5.56499 2.59101 2.32450
C -4.95251 2.56422 3.77035
C -4.38871 3.93141 4.23850
F -4.02598 1.54707 3.95255
S -2.53348 2.96113 1.67600
C -1.06537 1.96131 1.89195
C -0.28262 2.02785 3.01134
C 0.79665 1.17217 3.06626
Cl 1.77494 1.25715 4.52905
C 1.10852 0.27761 2.07716
C 2.30755 -0.65419 2.25809
C 1.98309 -1.60753 3.43887
O 2.80687 -1.98860 4.21848
Br 0.14613 -2.26522 3.69942
C 0.31679 0.23791 0.92266
C 0.62817 -0.69493 -0.24245
C 2.02607 -0.42054 -0.85940
F 0.56003 -1.99620 0.28484
C -0.78276 1.07810 0.84806
N -1.63839 1.02796 -0.31247
N -1.44686 2.21634 -1.13692
H -7.59749 3.53164 -3.07451
H -9.33859 3.66188 -2.55817
H -8.62313 2.05892 -2.79552
H -6.88533 2.98609 -0.85930
H -8.37260 3.87099 -0.39052
H -8.26258 0.87903 -0.98170
H -9.60655 1.81569 -0.21876
H -7.68676 -0.38106 0.64658
H -7.17930 0.22218 2.21297
H -6.91341 -1.53296 -0.48499
H -5.96510 -1.18472 -1.92345
H -5.00422 -2.94017 -2.73204
H -4.54775 -4.28441 -1.70883
H -7.48658 -3.55678 -1.45683
H -7.00555 -3.81761 -3.11553
H -5.29924 -5.89929 -0.57284
H -6.63282 -7.03141 -0.71029
H -6.38265 -4.59777 0.98605
H -7.31331 -6.11537 1.26317
H -7.98127 -4.78811 0.26912
H -2.27745 -0.49429 -2.07257
H -3.81294 -1.31650 -2.33796
H -6.64622 2.49720 2.42804
H -5.38765 3.60107 1.92098
H -5.78729 2.35888 4.45697
H -4.68667 4.14983 5.27210
H -3.29630 3.85455 4.24880
H -4.71216 4.74878 3.58535
H -0.51521 2.71154 3.82296
H 3.23312 -0.11259 2.46491
H 2.39675 -1.31940 1.39573
H -0.14908 -0.62235 -1.00669
H 2.61182 -1.33559 -0.69330
H 1.96916 -0.22869 -1.93616
H 2.48940 0.43445 -0.35405
H -2.23198 2.85369 -1.04136
H -0.60094 2.67114 -0.80810
C 5.16039 0.15332 -6.60450
C 4.10440 0.14524 -5.47574
C 3.22309 -1.09729 -5.63015
C 2.26923 -1.00257 -6.81967
C 1.44362 0.28107 -6.76224
C 2.27542 1.55201 -6.55622
N 3.30042 1.40424 -5.48064
O 2.69414 1.50264 -4.33198
C 2.96405 1.95808 -7.87531
C 1.31687 2.71186 -6.26853
C 4.93834 0.03210 -4.19688
H 5.96872 -0.54181 -6.37567
H 4.77162 -0.16411 -7.56954
H 5.60883 1.14175 -6.71752
H 2.63466 -1.25199 -4.71924
H 3.85130 -1.98437 -5.74053
H 2.82009 -1.05501 -7.76285
H 1.59964 -1.86529 -6.81514
H 0.85422 0.37225 -7.67770
H 0.71895 0.18253 -5.94683
H 3.64750 2.79394 -7.71579
H 2.22372 2.27769 -8.60973
H 3.51655 1.15027 -8.34954
H 0.65711 2.50596 -5.42621
H 0.67698 2.89353 -7.13234
H 1.86351 3.63309 -6.05817
H 5.60914 0.88722 -4.09253
H 5.54731 -0.87172 -4.22524
H 4.32599 -0.03269 -3.29751
C 8.46876 1.51778 5.32168
C 8.60912 -0.00411 5.08857
C 8.39509 -0.29907 3.60159
C 6.93617 -0.14556 3.17340
C 6.00973 -0.97579 4.06153
C 6.22047 -0.75653 5.56204
N 7.66258 -0.77073 5.95103
O 8.05942 -2.01179 5.98460
C 5.57935 0.57567 6.00071
C 5.41652 -1.81665 6.32201
C 10.06150 -0.29930 5.47114
H 9.37597 2.03687 5.01025
H 7.66395 1.97541 4.75042
H 8.31683 1.74195 6.37881
H 8.72342 -1.31836 3.37307
H 9.02088 0.36427 2.99911
H 6.63568 0.90632 3.19379
H 6.82882 -0.46843 2.13481
H 4.97271 -0.76134 3.80390
H 6.16571 -2.03270 3.82109
H 5.81955 0.79851 7.04197
H 4.49281 0.51900 5.92073
H 5.87391 1.42799 5.39177
H 5.66738 -2.83086 6.01348
H 4.35101 -1.69287 6.13845
H 5.57999 -1.73641 7.39891
H 10.24651 -0.04998 6.51788
H 10.73915 0.29613 4.85846
H 10.33519 -1.34227 5.31545
```